No. 1
{
  "formula": "C3H8N2O",
  "method": "ωB97M-V with the def2-TZVPD basis set",
  "species": ["C", "C", "N", "N", "C", "O", "H", "H", "H", "H", "H", "H", "H", "H"],
  "coordinates": [[0.87321, -0.53868, 0.65188], [1.23734, 0.85782, 0.09145], [-0.44504, -0.47979, -0.01348], [-1.57536, -1.02858, 0.61718], [-0.20779, 0.98834, -0.41805], [-1.00506, 1.88161, -0.42320], [-0.25999, -0.56483, -1.52735], [-2.09019, -0.29412, 1.09848], [-2.17461, -1.44961, -0.08620], [0.79100, -0.57492, 1.73860], [1.47959, -1.37885, 0.31143], [-0.08898, 0.11217, -2.19025], [1.48006, 1.60532, 0.84471], [1.98582, 0.86412, -0.69521]],
  "atomic_forces_ev_per_a": [[-0.15, 0.23, -0.09], [0.21, -0.29, -0.66], [-0.03, 0.55, 0.79], [0.20, 0.52, -0.16], [-1.34, -0.24, 3.59], [0.82, -0.97, -0.86], [0.72, 2.06, -2.86], [-0.07, -0.09, -0.05], [0.02, 0.13, 0.06], [-0.02, 0.08, 0.00], [0.01, 0.10, -0.05], [-0.30, -2.13, 0.44], [-0.16, 0.09, -0.14], [0.08, -0.04, -0.01]],
  "homo_ha": -0.327,
  "e_above_lowest_kcal_mol": 117.31,
  "charge": 0,
  "mol_weight_g_mol": 88.11,
  "total_energy_ha": -303.7052,
  "spin_multiplicity": 1
}

No. 2
{
  "formula": "C5H10FN2OS",
  "method": "ωB97M-V with the def2-TZVPD basis set",
  "species": ["C", "C", "C", "C", "C", "N", "N", "O", "F", "S", "H", "H", "H", "H", "H", "H", "H", "H", "H", "H"],
  "coordinates": [[-3.75443, -2.24134, 0.68714], [-4.81287, -1.44433, 1.39442], [-3.84856, -0.97857, 0.34609], [5.89091, 0.74193, -1.08649], [-3.38141, 0.19170, -0.42277], [6.30735, 0.20934, 0.18643], [6.75239, -1.02712, 0.38986], [6.76083, -1.69720, -0.74193], [-2.08864, -0.14294, -0.95328], [-5.21663, 3.08412, 0.39348], [-4.49187, 4.29188, 0.31566], [-3.20444, -3.08970, 0.43043], [-5.88756, -1.36485, 1.05162], [-4.77168, -1.29797, 2.46184], [5.10434, 0.16638, -1.61356], [5.50247, 1.72054, -0.93159], [6.66586, 0.80920, -1.75536], [-3.40616, 1.11442, 0.08319], [-4.12748, 0.24638, -1.20378], [6.00757, 0.70812, 0.96859]],
  "atomic_forces_ev_per_a": [[-0.68, 2.52, -0.96], [-1.78, -0.02, -0.90], [0.93, -0.58, 1.62], [-2.06, -0.96, 0.35], [0.22, -2.58, -0.56], [0.46, -1.50, -1.07], [-0.92, -1.22, -4.84], [0.36, 2.41, 4.36], [-0.98, 0.61, 0.16], [0.73, 1.23, -0.06], [-0.74, -1.26, 0.07], [0.36, -1.36, 0.02], [0.92, -0.76, 0.35], [0.51, 0.56, 0.29], [0.33, -0.08, 0.64], [-0.26, 0.80, 0.35], [2.14, 0.03, -1.47], [0.31, 1.19, 0.79], [0.20, 0.46, -0.82], [-0.07, 0.51, 1.69]],
  "homo_ha": -0.103,
  "e_above_lowest_kcal_mol": 41.97,
  "charge": -1,
  "mol_weight_g_mol": 165.21,
  "total_energy_ha": -879.1463,
  "spin_multiplicity": 1
}

No. 3
{
  "formula": "C43H60F3NO17",
  "method": "ωB97M-V with the def2-TZVPD basis set",
  "species": ["C", "C", "C", "O", "C", "N", "H", "H", "H", "H", "H", "H", "H", "H", "H", "H", "H", "H", "C", "O", "H", "H", "H", "C", "C", "C", "O", "C", "O", "O", "H", "H", "H", "H", "H", "H", "C", "C", "C", "O", "C", "O", "O", "H", "H", "H", "H", "H", "H", "C", "C", "C", "O", "C", "O", "O", "H", "H", "H", "H", "H", "H", "C", "C", "C", "O", "C", "O", "O", "H", "H", "H", "H", "H", "H", "C", "C", "C", "O", "C", "O", "O", "H", "H", "H", "H", "H", "H", "F", "C", "C", "C", "C", "C", "C", "H", "H", "H", "H", "H", "F", "C", "C", "C", "C", "C", "C", "H", "H", "H", "H", "H", "F", "C", "C", "C", "C", "C", "C", "H", "H", "H", "H", "H"],
  "coordinates": [[0.89766, 0.13419, -0.08814], [1.21816, 1.46175, -0.79515], [1.48762, 1.41048, -2.29728], [1.91115, 2.69463, -2.69717], [2.56185, 2.83582, -3.96245], [0.09340, 2.48061, -0.58166], [-0.80177, 2.09548, -0.84705], [0.13235, 2.76837, 0.38569], [0.32994, 3.32463, -1.08345], [1.79956, -0.44800, 0.10085], [0.28763, -0.51339, -0.71792], [0.44864, 0.28232, 0.89397], [2.10358, 1.90572, -0.34016], [0.67658, 0.90858, -2.82493], [2.38021, 0.79989, -2.43359], [1.95775, 2.41966, -4.76866], [3.43047, 2.17735, -3.96087], [2.94366, 3.82377, -4.21991], [1.78977, 4.07747, 6.82258], [0.81317, 4.42212, 5.92889], [1.52383, 3.36741, 7.60565], [2.53158, 3.52453, 6.24631], [2.33012, 4.89746, 7.29557], [-7.41417, 3.34904, 6.58443], [-5.94178, 2.87454, 6.68056], [-5.48418, 2.39849, 7.99521], [-5.45624, 1.02099, 7.80535], [-5.51698, 0.66443, 6.49985], [-5.29873, -0.41834, 6.03528], [-5.89031, 1.74213, 5.80904], [-8.00680, 2.43514, 6.62523], [-7.54745, 3.98943, 5.71251], [-7.69667, 3.83637, 7.51759], [-5.28492, 3.66994, 6.32848], [-6.18559, 2.56713, 8.81233], [-4.49555, 2.80497, 8.20847], [-7.66036, -6.47840, 0.50128], [-7.83854, -5.30016, -0.44015], [-8.89547, -4.25584, -0.04621], [-8.12874, -3.08014, 0.03880], [-6.95120, -3.18229, -0.43077], [-6.22514, -2.24598, -0.72198], [-6.66622, -4.47002, -0.59442], [-8.59534, -6.93500, 0.82599], [-7.21119, -6.09089, 1.41571], [-7.04999, -7.22027, -0.01368], [-8.22301, -5.69569, -1.38028], [-9.33495, -4.51668, 0.91656], [-9.64556, -4.29460, -0.83613], [1.38121, -3.13986, 8.29193], [1.65388, -3.85800, 9.63980], [1.81846, -2.97678, 10.90502], [0.86565, -3.55977, 11.80353], [0.13327, -4.40279, 11.16392], [-0.72775, -5.05780, 11.71243], [0.50495, -4.50465, 9.90851], [1.13656, -3.84922, 7.50133], [2.33027, -2.65507, 8.06311], [0.65265, -2.34355, 8.44418], [2.41347, -4.63963, 9.62657], [1.53794, -1.94152, 10.71101], [2.84958, -2.79607, 11.20871], [9.70314, 2.93717, -10.68751], [8.61393, 3.95846, -10.95522], [8.83732, 4.79112, -12.18333], [7.58596, 4.65665, -12.92770], [6.80329, 3.79966, -12.30891], [5.67829, 3.56615, -12.55599], [7.44189, 3.29457, -11.27664], [10.64299, 3.39707, -10.38208], [9.77892, 2.42292, -11.64558], [9.43139, 2.20489, -9.92723], [8.44472, 4.66214, -10.14017], [9.66051, 4.49862, -12.83517], [8.98491, 5.84789, -11.96072], [8.38774, 4.44115, -0.07525], [9.22750, 3.16609, -0.07608], [8.71001, 2.09971, 0.78422], [8.66038, 0.95244, -0.00890], [8.70749, 1.37046, -1.33637], [8.57459, 0.66821, -2.33273], [9.03923, 2.61804, -1.36853], [8.35358, 4.96367, 0.88074], [7.34163, 4.17172, -0.22081], [8.75785, 5.19387, -0.77134], [10.30319, 3.28024, 0.05799], [7.71092, 2.28809, 1.17717], [9.35577, 1.84853, 1.62564], [1.24081, -7.96641, 0.83271], [0.79635, -8.74883, 1.85510], [1.62552, -9.78682, 2.28912], [1.30172, -10.50052, 3.45070], [0.16207, -10.12640, 4.18272], [-0.69924, -9.18282, 3.72435], [-0.36302, -8.41479, 2.54366], [2.49211, -10.14479, 1.75315], [1.97798, -11.28560, 3.75521], [-0.17162, -10.71680, 5.02323], [-1.49866, -8.84966, 4.36959], [-0.94733, -7.57816, 2.19008], [-7.11174, 5.89572, -1.46194], [-8.20440, 6.60965, -1.01383], [-8.40987, 7.91691, -1.43579], [-9.59027, 8.57853, -1.11647], [-10.55684, 7.95216, -0.33984], [-10.36935, 6.61685, 0.06533], [-9.18948, 5.91127, -0.29788], [-7.60341, 8.39396, -1.97285], [-9.80071, 9.59993, -1.39729], [-11.48279, 8.44759, -0.08772], [-11.11554, 6.01061, 0.55732], [-9.03442, 4.88193, -0.01009], [-1.09544, -3.86253, -7.23237], [0.05829, -3.25446, -7.71016], [0.01629, -2.25869, -8.67767], [1.18201, -1.79608, -9.27893], [2.41876, -2.26887, -8.77426], [2.53955, -3.16334, -7.70202], [1.31898, -3.63138, -7.18495], [-0.93902, -1.87289, -9.00162], [1.22471, -0.98285, -9.98832], [3.37056, -1.96845, -9.18682], [3.51174, -3.47309, -7.34804], [1.45638, -4.37430, -6.41320]],
  "atomic_forces_ev_per_a": [[0.15, 0.07, -0.57], [0.25, -0.10, -0.04], [1.71, -0.43, 0.31], [-1.14, 1.43, 0.13], [0.39, -1.85, -0.30], [1.40, -0.45, 0.41], [-0.47, 0.10, 0.01], [-0.59, -0.11, 0.73], [-0.08, 0.34, -0.84], [0.21, 0.31, -0.13], [-0.36, 0.12, 0.13], [-0.19, 0.09, -0.11], [-0.17, 0.21, 0.09], [-0.34, 0.51, -0.47], [-0.09, -0.74, 0.14], [-0.40, 0.41, -0.08], [0.36, -0.05, 0.13], [-0.66, 0.17, 0.69], [-0.48, -0.23, -1.89], [-0.49, 0.29, 0.41], [-0.51, -0.31, 0.81], [1.22, -0.48, 0.00], [0.23, 0.64, 0.45], [0.88, -0.38, 1.17], [-2.08, 1.94, -1.78], [-0.01, -0.09, 0.84], [0.83, -2.48, 0.50], [0.22, -0.33, 0.00], [-0.31, 0.76, 0.64], [0.81, 0.25, -0.69], [-0.27, 0.11, -0.66], [-0.38, -0.30, 0.13], [0.09, 0.63, -0.17], [0.07, -0.23, -0.36], [0.14, 0.39, 0.01], [0.05, -0.26, 0.36], [0.55, 0.78, 0.11], [-1.04, -0.01, 0.03], [0.57, -1.52, 0.48], [-4.12, 1.98, 1.31], [3.10, 1.39, -1.74], [-0.92, -1.76, 0.75], [0.86, -2.04, -0.71], [-0.21, 0.11, -0.46], [0.41, -0.31, 0.04], [0.14, -0.08, 0.46], [0.95, 0.05, -0.50], [-0.10, 0.46, 0.02], [-0.15, 0.97, 0.20], [1.93, 0.17, 1.19], [1.16, 1.52, -0.89], [-0.02, 1.34, -1.44], [2.68, 2.23, 1.43], [-2.57, -2.86, 1.35], [0.62, 0.75, -1.07], [-3.25, -2.31, -0.28], [-0.17, 0.13, 0.21], [-0.01, 0.19, -0.55], [-0.22, -0.31, -0.14], [0.57, 0.30, -0.50], [-0.67, 0.04, -0.17], [-0.07, -1.16, 0.86], [-0.30, 0.07, -0.19], [1.12, 0.40, 0.50], [-0.10, 1.00, -1.47], [1.48, 1.24, -0.65], [-0.13, 0.56, 0.44], [-1.36, -0.47, -0.84], [-0.70, -2.01, 1.87], [0.01, 0.04, -0.25], [0.55, -0.28, 0.13], [-0.20, 0.17, 0.01], [-0.15, -0.34, 0.45], [-0.07, -0.36, 0.04], [-0.15, -0.02, -0.01], [0.32, 0.40, 0.93], [-0.04, 1.79, -0.64], [-0.49, -1.12, 2.44], [-0.37, -0.82, -2.27], [0.16, -3.49, -1.31], [-0.10, 1.30, 2.62], [0.35, 1.53, -1.33], [0.42, -0.23, 0.33], [0.08, 0.00, -0.57], [-0.21, -0.33, -0.31], [-0.03, 0.47, 0.01], [-0.11, 0.23, 0.01], [-0.01, 0.30, 0.09], [-0.50, -0.42, 0.17], [0.25, 0.07, 0.81], [-0.35, -0.81, 0.64], [-0.35, 1.17, -0.68], [0.34, -1.73, -0.17], [0.61, 2.46, -1.65], [0.24, -1.04, 0.81], [0.09, 0.52, -0.31], [-0.17, -0.10, 0.18], [0.37, 0.05, 0.35], [-0.38, -0.14, -0.29], [-0.15, 0.00, 0.13], [-0.66, 0.89, 0.55], [-0.93, -0.96, -0.26], [0.59, -0.19, 0.08], [-0.20, -0.20, 0.71], [0.02, -1.32, 0.14], [1.32, -0.42, -0.92], [-0.17, 1.51, 0.01], [-0.09, 0.12, -0.21], [0.38, 0.06, -0.28], [0.01, 0.13, -0.01], [-0.25, 0.41, 0.25], [-0.02, -0.04, -0.07], [1.43, 1.00, -0.56], [1.28, -0.38, 0.74], [-0.72, -0.20, -0.39], [1.58, -0.53, 1.68], [0.35, -0.07, -0.01], [-2.41, 0.93, -1.21], [0.12, -0.67, 0.07], [-0.16, -0.09, -0.05], [-0.40, -0.19, -0.23], [-0.13, 0.46, -0.42], [-0.16, -0.11, 0.15], [-0.76, -0.15, 0.22]],
  "homo_ha": -0.134,
  "charge": 0,
  "mol_weight_g_mol": 919.94,
  "total_energy_ha": -3307.6498,
  "spin_multiplicity": 1
}

No. 4
{
  "formula": "C14H27Br8N2S",
  "method": "ωB97M-V with the def2-TZVPD basis set",
  "species": ["C", "C", "S", "C", "C", "N", "C", "C", "N", "H", "H", "H", "H", "H", "H", "H", "H", "H", "H", "H", "Br", "C", "C", "Br", "H", "H", "H", "H", "Br", "C", "C", "Br", "H", "H", "H", "H", "Br", "C", "C", "Br", "H", "H", "H", "H", "Br", "C", "C", "Br", "H", "H", "H", "H"],
  "coordinates": [[-2.83490, -2.19931, -0.39427], [-2.18477, -2.62447, -1.75639], [-0.34871, -2.69996, -1.77786], [0.31995, -1.74271, -0.37823], [0.00083, -0.23466, -0.44288], [0.36583, 0.61456, 0.51585], [-0.11887, 1.87942, 0.16179], [-0.78358, 1.69896, -1.14421], [-0.64125, 0.34778, -1.44151], [-3.01013, -1.09877, -0.40171], [-3.82934, -2.69429, -0.31233], [-2.26758, -2.49523, 0.50909], [-2.53291, -1.91399, -2.53672], [-2.57201, -3.62746, -2.01863], [-0.15278, -2.11630, 0.56308], [1.40664, -1.93905, -0.25185], [0.88678, 0.39596, 1.36633], [-0.02155, 2.80932, 0.72958], [-1.28663, 2.41127, -1.79591], [-0.98527, -0.08240, -2.29942], [3.20454, 3.30684, 2.01862], [3.43077, 1.91676, 3.36499], [4.30708, 0.80029, 2.86158], [3.33902, -0.35750, 1.62801], [2.43467, 1.58448, 3.64607], [3.89626, 2.41435, 4.21424], [4.61048, 0.15129, 3.68316], [5.19175, 1.14960, 2.33569], [7.18486, -3.70003, 4.73023], [5.98905, -4.66682, 3.53703], [5.02384, -3.73285, 2.85614], [3.59568, -3.18433, 4.06346], [5.49655, -5.43148, 4.13208], [6.64000, -5.14360, 2.80553], [4.52095, -4.23517, 2.03070], [5.49494, -2.82443, 2.48910], [-4.45540, 0.76601, 2.09693], [-4.98598, 2.47055, 1.31733], [-4.29585, 2.70388, 0.00029], [-2.43876, 3.23996, 0.26000], [-4.77090, 3.23845, 2.05558], [-6.06345, 2.39797, 1.17703], [-4.75955, 3.53101, -0.53582], [-4.28405, 1.82449, -0.63967], [-3.50655, 2.23254, -3.55842], [-2.13171, 2.69860, -4.86056], [-2.22562, 1.82646, -6.08222], [-1.49834, 0.05255, -5.73011], [-1.17245, 2.61953, -4.35429], [-2.31929, 3.74135, -5.11244], [-1.61761, 2.23112, -6.88989], [-3.24472, 1.68947, -6.43418]],
  "atomic_forces_ev_per_a": [[-0.38, 0.06, -0.44], [-0.82, 0.51, 0.97], [0.55, -0.15, -0.35], [-1.28, 0.55, 0.95], [1.33, -3.33, 0.18], [-1.41, 1.94, -1.26], [-0.80, -1.04, -3.91], [2.96, -0.39, 2.97], [0.04, 1.97, 0.75], [0.18, -0.76, 0.30], [0.64, 0.44, -0.06], [-0.21, 0.15, -0.59], [0.29, -0.52, 0.36], [0.64, 0.45, 0.00], [0.41, 0.25, -0.60], [-0.67, 0.14, -0.53], [-0.07, -0.11, -0.45], [0.33, -0.90, -0.09], [0.40, -0.63, 0.26], [0.28, -0.26, 0.35], [-0.15, -0.09, -0.02], [0.12, 0.26, -0.06], [-0.01, -0.15, 0.27], [0.15, 0.03, -0.13], [0.10, -0.05, 0.03], [0.02, -0.08, -0.03], [-0.09, -0.01, -0.03], [-0.11, 0.04, -0.02], [-0.09, -0.04, 0.01], [0.32, 0.08, 0.02], [-0.26, -0.12, -0.06], [0.05, 0.03, 0.05], [-0.04, 0.08, -0.06], [-0.08, 0.04, -0.02], [0.05, -0.02, 0.05], [0.04, -0.08, 0.06], [0.07, 0.07, 0.01], [-0.13, -0.27, 0.05], [-0.10, 0.49, -0.01], [-2.42, 1.50, 0.98], [0.03, -0.02, -0.10], [0.06, 0.01, -0.06], [-0.02, -0.04, 0.05], [0.01, -0.01, 0.12], [0.06, -0.06, 0.06], [-0.19, 0.23, -0.02], [0.25, -0.18, -0.10], [-0.07, 0.00, 0.08], [-0.02, -0.03, -0.10], [-0.02, -0.06, -0.02], [0.00, 0.03, 0.08], [0.04, 0.04, 0.08]],
  "homo_ha": -0.425,
  "e_above_lowest_kcal_mol": 29.05,
  "charge": 1,
  "mol_weight_g_mol": 894.68,
  "total_energy_ha": -21649.2084,
  "spin_multiplicity": 1
}

No. 5
{
  "formula": "C3H6N2O",
  "method": "ωB97M-V with the def2-TZVPD basis set",
  "species": ["N", "C", "C", "O", "C", "N", "H", "H", "H", "H", "H", "H"],
  "coordinates": [[0.52967, 0.67916, 1.24109], [0.72842, -0.43038, 0.53890], [-1.04227, -0.61334, -0.86440], [-1.89858, 0.21739, -0.47556], [1.70087, -0.46829, -0.52671], [2.49102, -0.48920, -1.37448], [0.99626, 1.47429, 0.79642], [-0.75099, 1.15014, 1.08201], [0.51921, -1.37209, 1.03880], [-0.43122, -0.39464, -1.74946], [-1.13594, -1.66404, -0.56265], [-1.40104, 1.10556, 0.47652]],
  "atomic_forces_ev_per_a": [[-0.11, -0.05, -0.25], [-0.01, -0.03, 0.11], [-0.02, -0.01, -0.02], [0.28, 0.02, 0.13], [0.62, 0.03, -0.71], [-0.75, 0.01, 0.80], [-0.09, -0.05, 0.05], [0.26, 0.00, 0.15], [0.02, 0.11, -0.11], [-0.07, 0.01, 0.15], [0.00, 0.14, 0.00], [-0.14, -0.18, -0.30]],
  "homo_ha": -0.357,
  "e_above_lowest_kcal_mol": 128.90,
  "charge": 0,
  "mol_weight_g_mol": 86.09,
  "total_energy_ha": -302.4877,
  "spin_multiplicity": 1
}